Formula: C39H29BF12N2O19S
Source: the OMol25 dataset
Level of theory: ωB97M-V with the def2-TZVPD basis set

```
! RIJCOSX wB97M-V def2-TZVPD def2/J DEFGRID3
* xyz 0 1
O 6.3265 4.3099 0.3662
B 5.0088 4.5236 0.6190
O 4.6477 5.3825 1.6257
C 3.8891 3.8085 -0.2507
C 3.0449 4.5915 -1.0751
N 2.0795 4.0924 -1.7953
C 1.9128 2.7436 -1.7015
C 0.8631 2.1337 -2.4240
C 0.6536 0.7759 -2.3599
C -0.4723 0.0802 -3.0877
C -1.8556 0.7221 -2.9705
C -2.4966 0.7548 -1.6027
F -3.6724 1.4154 -1.6763
F -1.7144 1.4963 -0.7767
C -2.7019 -0.5840 -0.8433
F -1.6228 -1.3551 -0.8821
F -2.9003 -0.2749 0.4448
S -4.2238 -1.6111 -1.3429
F -4.1508 -2.3896 0.0331
F -5.1821 -0.5517 -0.6971
F -4.3097 -0.9035 -2.7535
F -3.3084 -2.7372 -1.9863
F -5.4916 -2.4677 -1.7446
C 1.5228 -0.0122 -1.5687
C 2.5513 0.5597 -0.8501
C 3.4276 -0.3054 0.0150
C 3.1315 -0.0848 1.5123
O 4.1469 0.6019 2.1984
C 2.8659 -1.3988 2.2723
F 2.4184 -2.3775 1.4787
F 1.9000 -1.1815 3.1918
F 3.9183 -1.8476 2.9470
C 2.7673 1.9629 -0.9016
N 3.7782 2.5016 -0.1667
H 6.8366 4.9448 0.8839
H 3.7279 5.2314 1.8713
H 3.1941 5.6611 -1.1281
H 0.2184 2.7528 -3.0289
H -0.4736 -0.9723 -2.8317
H -0.2212 0.1011 -4.1498
H -2.5037 0.2636 -3.7092
H -1.7750 1.7608 -3.2791
H 1.3817 -1.0799 -1.4905
H 3.2613 -1.3319 -0.2909
H 4.4772 -0.0904 -0.1726
H 2.2177 0.4996 1.6115
H 4.7489 0.9778 1.5510
O 3.4792 7.8529 8.3443
C 3.4112 7.1717 7.3389
C 4.5630 6.7532 6.5614
C 4.3872 6.0161 5.4558
O 5.3941 5.6069 4.6961
C 3.0157 5.6027 4.9897
O 2.9421 4.9399 3.9702
C 1.8656 6.0043 5.7752
C 2.0435 6.7401 6.8811
O 1.0435 7.1430 7.6515
H 5.5409 7.0582 6.9054
H 5.0050 5.1140 3.9470
H 0.8885 5.6885 5.4384
H 1.4505 7.6564 8.3762
O 0.1714 -3.6379 2.5599
C -0.1570 -4.7710 2.8506
C -1.5038 -5.2952 2.6917
C -1.7707 -6.5560 3.0554
O -2.9741 -7.1063 2.9404
C -0.7144 -7.4590 3.6317
O -1.0482 -8.5853 3.9512
C 0.6353 -6.9434 3.7702
C 0.9051 -5.6825 3.4039
O 2.1124 -5.1427 3.4983
H -2.2559 -4.6375 2.2788
H -2.8855 -8.0180 3.2783
H 1.3896 -7.6056 4.1705
H 2.0287 -4.2257 3.1702
O -12.1060 -4.7749 -2.6802
C -11.2450 -4.1154 -2.1281
C -10.0475 -3.6288 -2.7880
C -9.1467 -2.9214 -2.0917
O -8.0300 -2.4436 -2.6222
C -9.3350 -2.6126 -0.6305
O -8.4609 -1.9791 -0.0701
C -10.5439 -3.0816 0.0242
C -11.4446 -3.7858 -0.6734
O -12.5720 -4.2467 -0.1460
H -9.9208 -3.8579 -3.8365
H -7.5673 -1.9797 -1.8995
H -10.6771 -2.8417 1.0695
H -13.0321 -4.7197 -0.8659
O 4.9850 0.4987 -8.3877
C 4.7595 0.2923 -7.2109
C 4.2154 -0.9533 -6.6959
C 3.9856 -1.0823 -5.3831
O 3.4901 -2.1871 -4.8368
C 4.2717 0.0298 -4.4130
O 4.0129 -0.1644 -3.2388
C 4.8330 1.2668 -4.9223
C 5.0669 1.3966 -6.2354
O 5.5791 2.4940 -6.7752
H 4.0119 -1.7455 -7.4023
H 3.4258 -2.0069 -3.8793
H 5.0470 2.0543 -4.2129
H 5.6400 2.3214 -7.7345
*
```

LUMO	-1.70	eV
SMILES	OB(O)c1cnc2cc(CCC(F)(F)C(F)(F)S(F)(F)(F)(F)F)cc(C[C@H](O)C(F)(F)F)c2n1.O=C1C=C(O)C(=O)C=C1O.O=C1C=C(O)C(=O)C=C1O.O=C1C=C(O)C(=O)C=C1O.O=C1C=C(O)C(=O)C=C1O
molecular weight	1100.5	g/mol
energy	-4664.15136	a.u.
orbital gap	7.414	eV